Entry from the OMol25 dataset: C50H56Ge3NSSiTaTe as an isolated structure at a distorted geometry (ωB97M-V/def2-TZVPD).

## Properties
* F_max: 1.22 eV/Å
* frontier orbital gap: 5.63 eV

```
! wB97M-V def2-TZVPD RIJCOSX def2/J DEFGRID3
* xyz -2 1
Ta -0.578 0.012 0.142
C 3.565 -3.849 4.210
Si 1.797 -3.989 3.575
C 1.798 -4.839 1.912
C 0.852 -5.099 4.772
C 0.982 -2.306 3.597
C 0.496 -1.832 4.814
C -0.221 -0.644 4.908
C -0.483 0.038 3.733
N -0.038 -0.376 2.563
C 0.728 -1.485 2.482
S 1.299 -1.711 0.872
H 4.021 -4.831 4.341
H 3.592 -3.330 5.169
H 4.175 -3.282 3.509
H 2.063 -5.888 2.075
H 2.504 -4.392 1.220
H 0.819 -4.788 1.440
H 1.328 -6.077 4.837
H -0.167 -5.240 4.416
H 0.796 -4.687 5.778
H 0.665 -2.407 5.720
H -0.590 -0.263 5.850
H -1.062 0.951 3.724
Te -2.263 -1.924 -0.109
C 0.983 -2.345 -2.282
C 1.354 -1.072 -2.429
C 0.429 -0.031 -3.016
C 1.218 0.958 -3.830
C 2.495 1.234 -3.564
C 3.220 0.492 -2.541
C 2.683 -0.612 -2.004
H 1.620 -3.058 -1.778
H 0.006 -2.681 -2.599
H -0.260 -0.582 -3.671
H 0.689 1.538 -4.574
H 3.004 2.038 -4.083
H 4.200 0.832 -2.232
H 3.214 -1.193 -1.263
C -3.529 0.099 -2.951
Ge -2.061 1.388 -2.835
C -1.724 1.839 -4.743
C -2.765 3.091 -2.167
C -0.419 0.764 -1.961
H -4.131 0.333 -3.831
H -4.159 0.139 -2.068
H -3.151 -0.917 -3.029
H -2.666 2.203 -5.155
H -1.409 0.976 -5.330
H -0.982 2.628 -4.848
H -3.740 3.271 -2.617
H -2.096 3.901 -2.454
H -2.867 3.091 -1.089
H 0.130 1.694 -1.793
Ge 1.685 1.743 0.631
C 1.543 2.538 2.461
C 2.101 1.872 3.552
C 1.920 2.322 4.851
C 1.162 3.458 5.097
C 0.604 4.142 4.028
C 0.803 3.686 2.733
C 1.825 3.405 -0.477
C 3.057 3.952 -0.833
C 3.151 5.098 -1.607
C 2.001 5.740 -2.043
C 0.764 5.215 -1.702
C 0.688 4.063 -0.936
H 3.190 1.302 0.649
H 2.671 0.963 3.388
H 2.356 1.768 5.677
H 1.006 3.805 6.113
H 0.003 5.029 4.196
H 0.361 4.241 1.914
H 3.969 3.468 -0.502
H 4.127 5.494 -1.871
H 2.069 6.636 -2.650
H -0.146 5.697 -2.043
H -0.282 3.639 -0.702
C -1.626 1.535 0.878
Ge -3.374 1.956 1.498
C -3.779 1.489 3.379
C -3.061 2.163 4.370
C -3.304 1.952 5.716
C -4.289 1.056 6.108
C -5.023 0.390 5.143
C -4.774 0.614 3.795
C -3.591 3.928 1.630
C -2.628 4.792 1.123
C -2.747 6.169 1.252
C -3.849 6.711 1.890
C -4.825 5.867 2.402
C -4.688 4.495 2.277
C -4.894 1.364 0.406
C -5.335 0.041 0.389
C -6.398 -0.356 -0.408
C -7.053 0.569 -1.205
C -6.639 1.890 -1.196
C -5.574 2.278 -0.397
H -0.965 2.230 1.411
H -2.288 2.870 4.086
H -2.721 2.485 6.457
H -4.480 0.879 7.160
H -5.795 -0.312 5.437
H -5.368 0.085 3.062
H -1.767 4.379 0.621
H -1.971 6.812 0.853
H -3.949 7.785 1.992
H -5.691 6.280 2.908
H -5.450 3.850 2.701
H -4.815 -0.703 0.974
H -6.693 -1.396 -0.421
H -7.877 0.257 -1.837
H -7.137 2.622 -1.822
H -5.258 3.314 -0.414
*
```

Mulliken population analysis, charges in e, atoms 1 to 99: -1.3261, -1.1024, 0.1241, -0.9629, -1.1664, 0.4863, -0.0845, -1.7814, -0.4489, 0.2425, 0.2191, -0.5282, 0.3130, 0.3355, 0.2895, 0.3555, 0.2578, 0.3311, 0.3215, 0.3168, 0.3430, 0.1990, 0.5303, 0.5980, -0.8998, -0.9673, -0.1083, -0.0562, -1.0342, -0.1898, -0.0544, -0.2334, 0.2889, 0.2495, 0.7763, 0.2554, 0.3558, 0.2970, 0.2112, -0.8468, 1.4019, -1.9078, -0.6174, 1.8743, 0.4152, -0.0633, 0.3184, 0.4695, 0.4275, 0.4191, 0.4902, 0.4393, -0.3736, -1.7072, 1.8102, -0.1879, -0.2437, -0.5139, -0.4994, -0.4858, -0.0094, -0.6223, -0.7527, -0.6811, -0.5966, -0.8672, 1.2871, -0.3765, 0.3336, 0.3765, 0.3513, 0.3651, 0.1279, 0.3735, 0.3525, 0.3514, 0.4269, -0.1458, 2.6380, 1.8130, 0.1130, -0.3339, -0.4480, -0.7267, -0.5982, -0.4837, -0.1911, 0.1047, -0.7861, -0.5185, -0.6856, -0.1235, 0.2949, -0.2701, -1.1479, -0.5822, -0.6956, -0.0829, -2.1726

=====

Entry from the OMol25 dataset: a 2-piece molecular cluster, C50H56N3O2 overall at a distorted geometry (ωB97M-V/def2-TZVPD).

## Properties
* F_max: 2.77 eV/Å
* frontier orbital gap: 3.93 eV

```
! wB97M-V def2-TZVPD RIJCOSX def2/J DEFGRID3
* xyz 1 1
C 1.864 -3.039 -2.816
C 2.423 -2.000 -1.849
C 3.691 -1.349 -2.401
C 2.616 -2.659 -0.489
C 3.778 -3.388 -0.233
C 3.893 -4.155 0.923
C 2.841 -4.189 1.833
C 1.665 -3.476 1.604
C 0.525 -3.599 2.617
C 0.852 -2.883 3.927
C 0.165 -5.067 2.849
C 1.566 -2.681 0.449
N 0.322 -1.986 0.161
N -0.726 -2.681 -0.332
N -1.680 -1.748 -0.579
C -2.972 -2.124 -1.110
C -3.961 -2.581 -0.229
C -3.598 -2.850 1.229
C -2.881 -4.190 1.331
C -4.783 -2.756 2.188
C -5.229 -2.869 -0.737
C -5.482 -2.757 -2.104
C -4.473 -2.358 -2.976
C -3.213 -2.008 -2.487
C -2.109 -1.609 -3.470
C -2.590 -0.621 -4.532
C -1.512 -2.853 -4.121
C -1.294 -0.506 -0.112
C -2.226 0.591 0.040
C -2.396 1.159 1.332
C -3.431 2.060 1.578
C -4.252 2.485 0.527
C -4.018 2.025 -0.778
C -2.995 1.114 -1.030
C 0.022 -0.611 0.287
C 0.865 0.423 0.688
H 0.991 -3.543 -2.382
H 1.566 -2.583 -3.766
H 2.624 -3.806 -3.022
H 1.678 -1.208 -1.711
H 4.130 -0.671 -1.661
H 4.438 -2.102 -2.685
H 3.444 -0.764 -3.296
H 4.589 -3.394 -0.964
H 4.796 -4.736 1.111
H 2.923 -4.808 2.728
H -0.337 -3.101 2.160
H 1.065 -1.825 3.733
H 0.002 -2.941 4.619
H 1.726 -3.332 4.417
H -0.100 -5.544 1.897
H 1.007 -5.619 3.283
H -0.689 -5.157 3.530
H -2.889 -2.061 1.523
H -1.945 -4.159 0.760
H -2.650 -4.442 2.372
H -3.501 -4.994 0.907
H -5.267 -1.777 2.103
H -5.523 -3.544 2.000
H -4.425 -2.865 3.218
H -6.025 -3.196 -0.064
H -6.470 -2.994 -2.494
H -4.660 -2.312 -4.051
H -1.327 -1.114 -2.877
H -3.106 0.234 -4.081
H -1.730 -0.236 -5.091
H -3.268 -1.106 -5.245
H -1.189 -3.574 -3.360
H -2.261 -3.341 -4.760
H -0.646 -2.594 -4.741
H -1.715 0.850 2.129
H -3.588 2.441 2.588
H -5.064 3.190 0.720
H -4.633 2.394 -1.604
H -2.750 0.806 -2.054
H 0.353 1.365 0.860
H 1.907 0.184 0.879
C 0.721 3.742 -4.963
C 0.985 2.593 -3.986
C 1.197 3.301 -2.687
C 1.134 4.695 -2.930
O 0.924 5.022 -4.235
C 1.201 5.616 -1.870
C 1.372 5.130 -0.599
C 1.646 3.736 -0.339
C 2.122 3.290 0.922
C 2.723 4.168 1.879
C 2.706 3.889 3.283
C 3.197 4.816 4.182
C 3.712 6.052 3.720
O 4.107 6.893 4.713
C 3.888 6.189 5.992
C 3.322 4.801 5.672
C 3.821 6.323 2.345
C 3.402 5.365 1.458
C 1.441 2.825 -1.416
H 1.396 3.728 -5.826
H -0.318 3.741 -5.314
H 0.129 1.905 -3.933
H 1.871 2.016 -4.286
H 1.112 6.676 -2.087
H 1.343 5.832 0.233
H 2.106 2.235 1.157
H 2.268 2.965 3.655
H 4.857 6.139 6.506
H 3.193 6.795 6.589
H 2.359 4.642 6.168
H 4.019 4.023 6.004
H 4.253 7.270 2.034
H 3.553 5.550 0.396
H 1.495 1.754 -1.243
*
```

Mulliken population analysis, charges in e, atoms 1 to 99: -1.5185, 1.9987, -1.8800, 0.5444, -0.7116, -1.4372, -0.4656, 0.9730, 2.0790, -1.5481, -1.6300, -1.9103, 2.1401, -1.0327, 2.2529, -0.7753, 0.4958, 1.7301, -1.0573, -1.9790, -0.7065, -1.3679, -0.8740, 0.5229, 1.6318, -1.6433, -1.5535, -0.0324, -0.0190, -0.3716, -0.9580, -0.5531, -0.6995, -0.0538, 1.2465, -2.2933, 0.3417, 0.3618, 0.3793, -0.4654, 0.4077, 0.4037, 0.3824, 0.2932, 0.3747, 0.3308, -1.0884, 0.3176, 0.4335, 0.3278, 0.3442, 0.4080, 0.3968, -0.3539, 0.0966, 0.3881, 0.3647, 0.4071, 0.3738, 0.4672, 0.2772, 0.3959, 0.3429, -0.3553, 0.2996, 0.3923, 0.4275, 0.2811, 0.4330, 0.4002, 0.4003, 0.4497, 0.4035, 0.4444, 0.0507, 0.8211, 0.2430, -0.4731, 0.0948, 0.6339, 0.0571, -0.5036, -1.1646, -0.7914, 0.3821, -0.0064, -0.2084, -0.8140, 0.7714, 0.1826, -0.4886, -0.3512, -0.6335, -1.0218, -0.5743, 0.3728, 0.3142, 0.2916, -0.2025

=====

Entry from the OMol25 dataset: C50H56N8NbO as an isolated structure at a distorted geometry (ωB97M-V/def2-TZVPD).

## Properties
* F_max: 2.66 eV/Å
* frontier orbital gap: 6.59 eV

```
! wB97M-V def2-TZVPD RIJCOSX def2/J DEFGRID3
* xyz -1 1
O 2.615 6.236 0.461
C 1.637 6.549 -0.193
C 1.485 6.324 -1.715
Nb 1.997 4.206 -2.433
C 1.038 3.186 -0.634
C -0.427 2.591 -0.870
C -1.370 3.739 -1.334
C -2.150 3.611 -2.564
C -2.979 4.733 -2.976
C -2.994 5.934 -2.140
C -2.256 6.054 -0.899
C -1.422 4.936 -0.479
H 0.785 7.054 0.367
H 2.193 7.026 -2.248
H 0.451 6.635 -2.051
H 0.465 4.245 -3.416
H 2.853 5.001 -3.866
H 3.608 4.223 -1.572
H 2.308 2.545 -3.119
H 1.699 2.293 -0.390
H 1.030 3.810 0.303
H -0.382 1.720 -1.575
H -0.809 2.170 0.110
H -2.052 2.655 -3.121
H -3.586 4.666 -3.911
H -3.612 6.791 -2.497
H -2.262 6.966 -0.265
H -0.798 4.940 0.447
N 4.722 1.210 -1.589
C 4.957 0.641 -0.402
C 6.196 0.627 0.217
C 7.258 1.237 -0.429
C 7.041 1.834 -1.660
C 5.760 1.794 -2.193
H 4.098 0.174 0.066
H 6.323 0.152 1.181
H 8.244 1.247 0.022
H 7.846 2.320 -2.197
H 5.540 2.250 -3.152
N -3.517 0.890 0.995
C -2.656 0.086 1.629
C -2.765 -0.259 2.967
C -3.825 0.262 3.694
C -4.728 1.099 3.060
C -4.532 1.379 1.717
H -1.842 -0.294 1.020
H -2.039 -0.917 3.427
H -3.945 0.019 4.740
H -5.567 1.525 3.596
H -5.214 2.026 1.176
N -0.114 -1.838 0.751
C 0.101 -3.121 0.437
C 1.147 -3.558 -0.361
C 2.022 -2.609 -0.868
C 1.821 -1.273 -0.560
C 0.746 -0.942 0.250
H -0.612 -3.825 0.855
H 1.276 -4.612 -0.581
H 2.853 -2.909 -1.498
H 2.483 -0.505 -0.938
H 0.550 0.091 0.522
N -5.667 -0.437 6.324
C -6.946 -0.419 6.710
C -7.360 -0.606 8.020
C -6.392 -0.829 8.987
C -5.059 -0.854 8.611
C -4.752 -0.652 7.274
H -7.666 -0.245 5.918
H -8.411 -0.579 8.276
H -6.674 -0.981 10.022
H -4.276 -1.026 9.337
H -3.721 -0.659 6.933
N 2.149 -6.435 -1.337
C 1.342 -6.961 -2.264
C 1.323 -8.306 -2.597
C 2.193 -9.157 -1.936
C 3.042 -8.636 -0.973
C 2.980 -7.276 -0.711
H 0.681 -6.254 -2.756
H 0.644 -8.676 -3.355
H 2.209 -10.216 -2.169
H 3.736 -9.270 -0.436
H 3.621 -6.822 0.037
N 5.871 -2.512 2.100
C 4.590 -2.493 2.483
C 4.172 -2.685 3.791
C 5.136 -2.915 4.759
C 6.471 -2.942 4.387
C 6.783 -2.734 3.052
H 3.871 -2.313 1.689
H 3.120 -2.656 4.043
H 4.850 -3.071 5.793
H 7.252 -3.118 5.115
H 7.814 -2.741 2.713
N -2.395 -9.927 -2.568
C -3.586 -9.987 -3.174
C -4.588 -9.046 -3.000
C -4.347 -7.981 -2.147
C -3.121 -7.897 -1.506
C -2.185 -8.889 -1.751
H -3.729 -10.840 -3.829
H -5.533 -9.145 -3.518
H -5.105 -7.225 -1.983
H -2.896 -7.081 -0.832
H -1.209 -8.866 -1.276
N -2.669 7.944 -4.867
C -1.440 7.419 -4.788
C -0.276 8.157 -4.938
C -0.388 9.514 -5.189
C -1.651 10.081 -5.277
C -2.751 9.257 -5.108
H -1.402 6.352 -4.593
H 0.693 7.679 -4.861
H 0.498 10.126 -5.314
H -1.778 11.138 -5.472
H -3.760 9.654 -5.164
*
```

Mulliken population analysis, charges in e, atoms 1 to 99: -0.5311, 0.0185, -0.4015, -1.1472, -0.6100, -0.4168, 0.8868, -0.3025, -0.7450, -0.1233, -0.6950, -0.4959, 0.3125, 0.5512, -0.1062, 0.2129, -0.0282, 0.0940, 0.0390, 0.1148, 0.3357, 0.2742, -0.0238, 0.3011, 0.3481, 0.3539, 0.3144, 0.4727, -0.1467, 0.0326, -0.6814, -0.2248, -0.4846, -0.2792, 0.4196, 0.2681, 0.3693, 0.3633, 0.3670, -0.4146, -0.4828, -0.6632, 0.3751, -0.4465, -0.3964, 0.8373, 0.4095, 0.0957, 0.3896, 0.3766, -0.2780, -0.7664, -0.0649, -0.5764, -0.5978, -0.5577, 0.4032, 0.5644, 0.4459, 0.8901, 0.6201, -0.2927, -0.1997, -0.5466, -0.0752, -0.6782, 0.0202, 0.3622, 0.3391, 0.3693, 0.3294, 0.3267, -0.3260, -0.0347, -0.8016, -0.0781, -0.6159, -0.2561, 0.4318, 0.4011, 0.3928, 0.3618, 0.3884, -0.4558, -0.1327, -0.5845, -0.2278, -0.4126, -0.1997, 0.5453, 0.3926, 0.3586, 0.3726, 0.3706, -0.5453, -0.2048, -0.3340, -0.2526, -0.4611